No. 1
{"formula": "C6H23AsBBrClN2O5P2", "method": "the ωB97M-V functional and the def2-TZVPD basis", "gap_ha": 0.25294, "total_charge": -1, "homo_energy_ev": -4.30, "molar_mass_g_mol": 466.3, "spin_multiplicity": 1, "max_force_ev_per_a": 1.04, "lumo_energy_ev": 2.585, "energy_ev": -182473.826, "de_lowest_kcal_mol": 0.0, "species": ["C", "C", "C", "C", "N", "As", "Br", "P", "O", "B", "N", "O", "P", "O", "Cl", "H", "H", "H", "H", "H", "H", "H", "H", "H", "H", "H", "H", "H", "H", "H", "H", "H", "C", "C", "O", "O", "H", "H", "H", "H", "H", "H"], "positions_angstrom": [[-2.43615, 0.63861, 4.24874], [-1.49630, -0.54566, 3.95131], [-0.35006, -0.24027, 2.96323], [-0.23753, -1.23603, 1.78204], [1.10490, -1.71997, 1.47566], [2.27352, -0.42052, 0.57701], [3.77871, -0.31716, 2.73741], [3.73883, 1.30700, -0.44691], [5.18171, 1.37919, -0.04843], [3.41294, -1.97395, -0.19801], [2.63986, -3.03515, -0.76047], [4.76792, -1.90431, -0.25364], [0.87146, -0.60573, -1.40557], [1.97080, -0.73644, -2.63987], [0.33213, 1.44850, -1.57747], [-2.50451, 0.85364, 5.31543], [-3.45018, 0.44841, 3.89310], [-2.09716, 1.54776, 3.75172], [-1.06195, -0.88456, 4.89432], [-2.07954, -1.38473, 3.56623], [-0.53227, 0.75645, 2.55349], [0.60804, -0.17179, 3.48044], [-0.68245, -0.79390, 0.88420], [-0.86423, -2.10620, 2.01852], [1.56471, -1.88829, 2.36685], [1.41816, 0.75997, 1.09087], [3.60596, 1.25258, -1.86650], [3.07393, 2.53291, -0.15612], [2.07703, -3.55204, -0.10172], [3.15358, -3.63618, -1.39337], [5.14064, -1.50439, 0.54874], [2.01969, 0.07320, -3.16727], [-3.51904, 0.99920, -4.47667], [-3.72877, 2.34088, -3.80748], [-3.10184, 2.37310, -2.53300], [-4.01649, -0.05506, -3.67429], [-4.05009, 0.96617, -5.42995], [-2.44792, 0.84593, -4.66752], [-4.79189, 2.49751, -3.62000], [-3.35978, 3.14913, -4.44912], [-2.14546, 2.37925, -2.66277], [-3.78095, 0.16293, -2.76316]]}

---

No. 2
{"formula": "C23H28N4O3", "method": "the ωB97M-V functional and the def2-TZVPD basis", "gap_ha": 0.25474, "homo_energy_ev": -7.61, "molar_mass_g_mol": 408.5, "spin_multiplicity": 1, "max_force_ev_per_a": 19.85, "lumo_energy_ev": -0.680, "energy_ev": -36388.372, "de_lowest_kcal_mol": 529.2, "species": ["C", "O", "C", "C", "H", "H", "C", "N", "C", "N", "C", "C", "C", "C", "C", "N", "C", "O", "C", "C", "C", "C", "O", "N", "H", "C", "H", "H", "C", "C", "C", "C", "C", "C", "C", "H", "H", "H", "H", "H", "H", "H", "H", "H", "H", "H", "H", "H", "H", "H", "H", "H", "H", "H", "H", "H", "H", "H"], "positions_angstrom": [[2.77480, 3.98410, 0.38301], [1.50464, 4.21007, 0.08038], [0.68209, 4.01045, 1.15580], [0.56375, 2.40820, 1.55055], [-0.20350, 2.11236, 2.21323], [1.43447, 2.06171, 2.00892], [0.06976, 1.43599, 0.53973], [0.47372, 0.20595, 0.49995], [1.66212, -0.30506, 0.28184], [2.79224, 0.29692, -0.14928], [3.79447, -0.14702, -0.28621], [4.89318, 0.40152, -0.94636], [6.18698, -0.54086, -1.14889], [6.26794, -1.64169, -0.65446], [5.14704, -2.36099, -0.30567], [3.90580, -1.72549, 0.14815], [2.93135, -2.63311, 0.63419], [3.03884, -3.69709, 0.91952], [1.82624, -1.58117, 0.68546], [0.40308, -1.92523, 1.36389], [-0.34545, -0.81062, 1.07582], [-1.81567, -0.46001, 1.71462], [-2.17040, 0.67577, 1.76412], [-2.48234, -1.63394, 1.95054], [-2.00550, -2.40290, 1.31073], [-3.77288, -1.62518, 1.88029], [-4.16373, -2.49199, 2.70164], [-4.08240, -0.45513, 2.10260], [-4.61176, -2.09605, 0.68210], [-3.97103, -1.26365, -0.49866], [-4.39599, 0.13578, -0.80420], [-3.91134, 0.91173, -1.94276], [-3.06569, 0.21658, -2.86181], [-2.18167, -0.95121, -2.23832], [-3.00893, -1.93370, -1.45662], [-3.44755, -2.31856, -2.13775], [-2.28204, -2.49465, -1.04162], [-1.51052, -0.27639, -1.24897], [-1.54497, -1.26790, -2.94414], [-3.90682, -0.23390, -3.43558], [-2.45066, 0.79889, -3.34075], [-3.37118, 1.75125, -1.09682], [-4.80510, 1.44275, -2.24425], [-5.18959, 0.31728, -0.06075], [-4.44532, -3.05654, 0.30585], [-5.45245, -1.98617, 0.66997], [0.20659, -3.03012, 1.68111], [5.26814, -3.53329, 0.14933], [7.18933, -2.18660, -0.93876], [6.89635, 0.20912, -1.39654], [4.90235, 1.39619, -1.13720], [0.76660, 1.93244, -0.54346], [-0.71895, 1.70277, 0.06001], [0.88933, 4.43782, 2.15427], [-0.35961, 4.16110, 0.98502], [3.28668, 4.55075, -0.32512], [2.93499, 2.85244, 0.24083], [2.98020, 4.44627, 1.29150]]}

---

No. 3
{"formula": "C5H12BN", "method": "the ωB97M-V functional and the def2-TZVPD basis", "gap_ha": 0.33030, "smiles": "CCN(C)B1CC1", "homo_energy_ev": -8.20, "molar_mass_g_mol": 97.0, "spin_multiplicity": 1, "max_force_ev_per_a": 6.03, "lumo_energy_ev": 0.792, "energy_ev": -7543.606, "de_lowest_kcal_mol": 43.8, "species": ["C", "C", "N", "C", "B", "C", "C", "H", "H", "H", "H", "H", "H", "H", "H", "H", "H", "H", "H"], "positions_angstrom": [[-0.46442, 1.41224, 1.69254], [0.82624, 0.85493, 1.24694], [0.57777, 0.12146, -0.36814], [1.56164, 0.72596, -1.25089], [-0.39175, -0.80825, -0.50472], [-1.06199, -1.48136, -1.74259], [-1.54750, -1.77462, -0.33133], [-1.21488, 0.91340, 1.16942], [-0.62245, 1.03730, 2.69363], [-0.66204, 2.45314, 1.43736], [1.60082, 1.59696, 0.97855], [1.17882, 0.04000, 1.84995], [1.43499, 0.18098, -2.17675], [1.48111, 1.86704, -1.34846], [2.56493, 0.77056, -0.90089], [-1.59222, -0.78070, -2.32705], [-0.68858, -2.20902, -2.38477], [-1.28517, -2.85154, -0.16423], [-2.50974, -1.40594, -0.17853]]}

---

No. 4
{"formula": "C36H110N6O16", "method": "the ωB97M-V functional and the def2-TZVPD basis", "gap_ha": 0.32647, "homo_energy_ev": -8.81, "molar_mass_g_mol": 883.3, "spin_multiplicity": 1, "max_force_ev_per_a": 2.22, "lumo_energy_ev": 0.075, "energy_ev": -80808.020, "de_lowest_kcal_mol": 130.7, "species": ["C", "C", "O", "H", "H", "H", "H", "H", "H", "C", "C", "O", "H", "H", "H", "H", "H", "H", "C", "O", "H", "H", "H", "H", "C", "O", "H", "H", "H", "H", "C", "O", "H", "H", "H", "H", "C", "O", "H", "H", "H", "H", "C", "O", "H", "H", "H", "H", "C", "O", "H", "H", "H", "H", "C", "O", "H", "H", "H", "H", "C", "O", "H", "H", "H", "H", "C", "C", "C", "O", "C", "N", "H", "H", "H", "H", "H", "H", "H", "H", "H", "H", "H", "C", "C", "C", "O", "C", "N", "H", "H", "H", "H", "H", "H", "H", "H", "H", "H", "H", "C", "C", "C", "O", "C", "N", "H", "H", "H", "H", "H", "H", "H", "H", "H", "H", "H", "C", "C", "C", "O", "C", "N", "H", "H", "H", "H", "H", "H", "H", "H", "H", "H", "H", "C", "C", "C", "O", "C", "N", "H", "H", "H", "H", "H", "H", "H", "H", "H", "H", "H", "C", "C", "C", "O", "C", "N", "H", "H", "H", "H", "H", "H", "H", "H", "H", "H", "H"], "positions_angstrom": [[-2.52359, -5.24625, -3.16754], [-1.53414, -5.26799, -2.00261], [-2.20560, -5.37895, -0.74318], [-3.19282, -6.10247, -3.08309], [-1.86007, -5.37760, -4.02229], [-3.05309, -4.29402, -3.19883], [-0.98389, -4.33111, -2.08964], [-0.86908, -6.11996, -2.14382], [-1.53080, -5.42171, -0.06170], [2.09282, -5.43335, -2.72219], [1.34053, -5.07475, -3.98851], [0.76648, -6.19211, -4.67812], [2.95666, -6.06904, -2.91657], [1.51907, -5.91538, -1.93064], [2.34989, -4.50241, -2.21686], [2.01298, -4.56862, -4.68114], [0.50612, -4.40136, -3.79256], [0.09195, -5.88150, -5.28650], [2.32501, -2.49819, 0.92212], [1.50266, -2.98663, -0.14067], [2.81583, -1.58832, 0.57667], [1.77543, -2.36683, 1.85421], [3.16952, -3.15083, 1.14340], [1.00971, -2.26197, -0.53242], [-0.16881, 2.12097, -6.00365], [-0.05566, 1.09262, -5.05482], [0.39106, 2.00906, -6.93215], [-1.19441, 2.25997, -6.34560], [0.17660, 3.01530, -5.48502], [0.70300, 0.56763, -5.32019], [-5.68823, 2.21123, 0.23240], [-5.76737, 0.83230, -0.03851], [-4.68306, 2.51974, -0.05492], [-6.37256, 2.77992, -0.39719], [-5.84480, 2.51370, 1.26783], [-5.09476, 0.36712, 0.46429], [2.17022, -1.62419, -5.16033], [2.03220, -0.36770, -5.83516], [2.64263, -2.34739, -5.82509], [2.69146, -1.54377, -4.20642], [1.16790, -1.95792, -4.89186], [2.82208, -0.05898, -6.28501], [1.93452, 2.08876, 3.65751], [0.76025, 1.31515, 3.37294], [2.17201, 1.84442, 4.69288], [2.84217, 1.91881, 3.07838], [1.72097, 3.13339, 3.43113], [0.00565, 1.65317, 3.86070], [-1.02792, 5.33257, 2.87422], [-1.78709, 5.68937, 3.94699], [-0.71957, 6.18523, 2.26924], [-0.05431, 4.98595, 3.22071], [-1.43333, 4.46667, 2.35082], [-2.68680, 5.84343, 3.64969], [-3.85415, -1.61936, 2.01612], [-3.65895, -0.34895, 1.38762], [-3.24279, -1.56791, 2.91706], [-4.86847, -1.87097, 2.32589], [-3.56000, -2.46515, 1.39465], [-2.71026, -0.33561, 1.24134], [2.36012, 2.30316, -3.22705], [3.56902, 2.58694, -3.85779], [1.41718, 2.67985, -3.62336], [2.18352, 1.23116, -3.31502], [2.39251, 2.52761, -2.16090], [3.62720, 3.54506, -3.87264], [-2.31804, 5.56721, -1.43997], [-0.93142, 5.54383, -2.08198], [0.26045, 5.53652, -1.05004], [0.47515, 4.26076, -0.53004], [1.61536, 4.22967, 0.28050], [-0.73278, 4.42445, -2.96966], [-2.61578, 4.67557, -0.88821], [-3.12985, 5.58734, -2.16707], [-2.37091, 6.43441, -0.78175], [-0.96642, 6.47509, -2.64734], [0.10065, 6.26561, -0.25568], [1.21150, 5.82803, -1.49570], [1.68317, 3.26017, 0.77402], [1.46498, 4.87619, 1.14508], [2.53949, 4.41039, -0.26852], [0.22599, 4.40220, -3.28646], [-0.83786, 3.53377, -2.50519], [0.46725, -3.16253, 8.64705], [1.20980, -2.17041, 7.64647], [0.21762, -1.26175, 6.90178], [-0.67996, -2.14643, 6.25891], [-1.66603, -1.60890, 5.28152], [2.18778, -1.38233, 8.38693], [0.01737, -2.57534, 9.44762], [1.06083, -3.88118, 9.21212], [-0.30797, -3.76589, 8.17473], [1.74642, -2.70154, 6.86031], [0.68553, -0.67097, 6.11429], [-0.31198, -0.62023, 7.60611], [-1.16575, -0.88870, 4.63410], [-2.52235, -1.11327, 5.73887], [-2.04718, -2.45741, 4.71332], [2.69550, -1.95750, 9.04382], [2.89947, -0.85970, 7.89657], [-0.95953, -3.80752, 1.91009], [-0.04580, -5.04307, 2.01510], [-0.63497, -6.23013, 2.81392], [-1.02368, -5.99420, 4.15982], [-0.07219, -5.37380, 5.00516], [0.21510, -5.50457, 0.65486], [-2.00579, -4.05456, 2.09015], [-0.99019, -3.42632, 0.88938], [-0.69896, -3.05305, 2.65236], [0.91455, -4.73564, 2.42901], [-0.01178, -7.12420, 2.79463], [-1.58567, -6.49987, 2.35401], [0.94435, -5.73504, 4.84941], [-0.22253, -5.59656, 6.06151], [-0.09202, -4.29791, 4.83147], [0.61224, -4.71797, 0.16126], [0.98464, -6.15454, 0.72862], [-3.10327, 1.07951, -2.68539], [-3.64111, 1.42594, -4.08934], [-3.50828, 2.89170, -4.44334], [-3.91733, 3.12863, -5.77845], [-3.92567, 4.49983, -6.13286], [-2.99497, 0.52794, -5.05720], [-2.04512, 1.29700, -2.54007], [-3.25366, 0.05087, -2.35771], [-3.55993, 1.68819, -1.90496], [-4.70113, 1.17217, -4.09677], [-2.52005, 3.26347, -4.17261], [-4.12678, 3.51435, -3.79692], [-4.31986, 5.23492, -5.43118], [-4.38671, 4.61321, -7.11403], [-2.91104, 4.82969, -6.35603], [-1.99966, 0.62039, -4.91255], [-3.26201, 1.00392, -5.90704], [4.22612, 0.86647, -0.22286], [4.68239, 2.26251, 0.11224], [5.79076, 2.31371, 1.18269], [5.23179, 1.82477, 2.42165], [6.11231, 1.81029, 3.54869], [5.23542, 2.78579, -1.11123], [3.67346, 0.37228, 0.57617], [5.08502, 0.22478, -0.41938], [3.63512, 0.85750, -1.13869], [3.84934, 2.90751, 0.39170], [6.07513, 3.35523, 1.33261], [6.61371, 1.66626, 0.87994], [6.89704, 1.08066, 3.34885], [5.57575, 1.38452, 4.39658], [6.47161, 2.80636, 3.80724], [4.61827, 2.55088, -1.87546], [5.38049, 3.77277, -0.95330], [-1.52309, 2.02723, 0.63295], [-1.03408, 0.63085, 0.17769], [0.32500, 0.61229, -0.60665], [0.64184, -0.67399, -1.03283], [-0.21665, -1.12939, -2.07200], [-1.00508, -0.16793, 1.35295], [-1.79695, 2.59738, -0.25475], [-0.72803, 2.52070, 1.19195], [-2.47090, 2.04485, 1.17095], [-1.80633, 0.12552, -0.40230], [1.16261, 0.94355, 0.00717], [0.34528, 1.30557, -1.44752], [0.24200, -2.02737, -2.48597], [-0.26084, -0.45297, -2.92558], [-1.21971, -1.25169, -1.66331], [-0.50362, 0.34527, 2.06376], [-0.40762, -0.95320, 1.13731]]}